# 1
{
  "formula": "C9H23NO4P2S",
  "method": "ωB97M-V/def2-TZVPD",
  "symbols": ["H", "H", "H", "P", "C", "H", "H", "O", "S", "C", "P", "H", "N", "H", "H", "H", "H", "H", "H", "H", "C", "H", "H", "O", "C", "C", "H", "O", "H", "H", "H", "H", "H", "C", "C", "C", "H", "H", "C", "O"],
  "positions_angstrom": [[-0.581783, 2.347189, -3.206931], [-2.084425, 1.002710, -2.294872], [0.155905, -0.008863, -3.573804], [1.415217, -4.946649, 3.464201], [-0.256860, 0.084686, -1.475392], [0.720059, 4.100596, 0.758774], [-1.240328, 4.058444, -0.703547], [1.132248, 0.473240, 0.352360], [0.823909, -3.446387, 1.765985], [0.825370, 3.015652, 0.799051], [-0.850524, -2.269514, 2.585063], [-2.028062, -0.738494, -2.367727], [0.125203, 0.929982, -0.286693], [0.191390, -4.283321, 0.929418], [1.962063, 2.602793, -1.530173], [1.188571, -1.475770, -1.018118], [-2.338760, 0.060114, -0.822885], [1.577713, 0.275209, -2.578668], [1.882930, 2.768817, 0.826001], [0.801797, 3.882931, -1.837129], [0.435048, 2.051645, -2.935966], [0.365082, 2.659431, 1.720409], [-1.742571, 2.925308, 0.551104], [1.994566, -3.723239, 4.318694], [0.899263, 2.805591, -1.692772], [-1.292562, 3.002484, -0.439629], [-0.436633, -5.993553, 4.023165], [-2.097233, -3.021630, 2.645889], [1.858965, -3.801674, 5.276764], [-0.243202, -2.026671, -1.900708], [1.067547, 2.324196, -3.781325], [-1.962013, 2.527251, -1.144534], [-0.176914, -1.969737, 3.774988], [-1.765909, 0.120350, -1.749728], [0.128814, 2.429053, -0.421131], [0.525188, 0.545781, -2.708118], [-0.362686, -1.615264, -0.181427], [-0.761295, -1.156143, 1.744632], [0.115381, -1.347258, -1.126656], [0.029531, -5.169284, 4.241434]],
  "forces_ev_per_angstrom": [[-0.0155, -0.0138, 0.0188], [0.0038, 0.0337, -0.0116], [-0.0061, 0.0135, -0.0131], [-0.1461, -0.1145, 0.1647], [-0.3782, -0.0906, -0.0008], [0.0000, 0.0010, 0.0164], [0.0213, 0.0251, 0.0598], [0.0011, -0.2887, 0.5680], [0.5153, 0.3919, -0.1971], [0.1113, 0.0575, -0.0252], [0.0315, -0.2385, -0.0159], [0.0043, -0.0123, 0.0105], [0.3604, 0.2634, -0.6590], [-0.2971, 0.0198, 0.0295], [-0.0116, -0.0521, 0.0382], [0.0171, 0.0254, 0.0389], [-0.0095, 0.0040, -0.0005], [-0.0081, -0.0175, 0.0458], [0.0078, -0.0175, 0.0000], [0.0177, 0.0119, -0.0048], [-0.0371, 0.0040, 0.0655], [-0.0192, 0.0056, 0.0033], [-0.0164, -0.0257, -0.0038], [-0.1084, -0.2250, 0.0630], [0.0774, -0.0945, -0.1380], [-0.0378, -0.1255, 0.0321], [0.0122, 0.1050, 0.0927], [-0.2265, -0.1101, -0.0011], [0.0293, 0.1129, -0.0244], [-0.0460, 0.0754, -0.0296], [-0.0194, 0.0177, -0.0219], [0.0041, 0.0096, -0.0814], [0.0352, 0.1473, 0.0380], [0.0059, -0.0067, 0.0638], [-0.3196, 0.2109, 0.1389], [0.1542, 0.1448, 0.0020], [-0.0321, -0.1182, -0.1338], [0.1110, 0.1204, 0.0598], [0.0521, -0.2295, -0.0387], [0.1614, -0.0199, -0.1487]],
  "lowdin_charge": [0.11, 0.07, 0.13, 0.74, -0.48, 0.10, 0.10, -0.05, 0.59, -0.04, 0.55, 0.09, -0.10, -0.07, 0.13, 0.08, 0.09, 0.13, 0.08, 0.13, -0.16, 0.09, 0.09, -0.32, -0.13, -0.02, 0.09, -0.40, 0.10, 0.10, 0.12, 0.05, 0.01, -0.02, -0.49, -0.13, 0.02, 0.00, -0.07, -0.28],
  "spin_multiplicity": 2,
  "total_charge": 1,
  "homo_lumo_gap_ev": [6.42, 7.68],
  "lumo_energy_ev": [-4.231, -4.231],
  "total_energy_ev": -48791.6715
}

# 2
{
  "formula": "C7H10N2O2",
  "method": "ωB97M-V/def2-TZVPD",
  "symbols": ["H", "H", "C", "N", "C", "H", "H", "N", "C", "C", "C", "H", "O", "H", "C", "H", "C", "H", "H", "O", "H"],
  "positions_angstrom": [[1.766514, 2.184619, 0.339766], [-0.706289, -2.633029, 1.739435], [-0.493694, -2.816279, -0.818726], [1.469784, 0.212635, -0.413839], [-0.465236, -1.667910, 1.337389], [2.212590, 0.481109, -1.018645], [-2.417546, -1.368090, 0.283040], [-0.928472, -3.822357, -1.193235], [-0.095291, 2.131832, -0.607633], [-0.219221, -1.578231, -0.130014], [-1.460901, -0.950170, 0.500605], [0.602962, 1.376256, 1.267312], [-0.397255, 3.422958, -0.094444], [0.283956, -1.138362, 1.897025], [0.957080, -0.985231, -0.792196], [-1.410767, 0.113780, 0.615095], [0.976947, 1.459643, 0.205634], [0.328925, 2.313811, -1.590542], [-0.990510, 1.493137, -0.689870], [1.508257, -1.598412, -1.683561], [-0.521835, 3.368290, 0.847405]],
  "forces_ev_per_angstrom": [[0.7000, -0.1750, -0.3796], [-0.0366, -0.2852, -0.0232], [-1.4565, -1.6917, -0.2615], [0.2873, 1.8941, 0.9497], [0.2662, -0.1779, 0.5165], [0.6913, -0.3750, -0.5322], [-0.2910, -0.3323, -0.1231], [0.6598, 1.0093, 0.2062], [-0.1635, 0.4042, -0.2697], [-0.7093, -1.1698, -0.8321], [1.3069, 0.7316, 0.4524], [0.2278, -0.6384, -0.8567], [0.0758, -0.1775, -0.5625], [-0.1981, 0.4541, 0.4074], [0.3574, 0.9882, -0.2575], [-0.2700, 0.2969, -0.1298], [-1.2473, -0.7304, 1.5826], [-0.2776, -0.0755, -0.3260], [0.2468, 0.3310, -0.1535], [0.0220, -0.2346, 0.0004], [-0.1915, -0.0461, 0.5921]],
  "lowdin_charge": [0.12, 0.12, -0.18, 0.11, -0.05, 0.13, 0.12, 0.18, -0.26, -0.32, -0.02, 0.13, -0.05, 0.11, -0.45, 0.08, -0.17, 0.13, 0.11, 0.09, 0.07],
  "homo_lumo_gap_ev": 10.64,
  "smiles": "N#CC1(C(=O)NCCO)CC1",
  "e_above_lowest_kj_mol": 239.29,
  "lumo_energy_ev": 0.376,
  "total_energy_ev": -14494.5768
}

# 3
{
  "formula": "C36H32BrMgN4O6S3",
  "method": "ωB97M-V/def2-TZVPD",
  "symbols": ["C", "H", "O", "O", "C", "H", "H", "C", "C", "O", "H", "S", "Br", "H", "O", "H", "C", "S", "N", "C", "H", "H", "N", "C", "H", "H", "H", "C", "H", "C", "C", "C", "H", "S", "C", "C", "C", "C", "C", "H", "H", "C", "H", "H", "H", "C", "N", "H", "H", "C", "C", "H", "C", "C", "H", "O", "H", "H", "Mg", "C", "C", "C", "C", "O", "C", "C", "H", "H", "C", "H", "H", "H", "C", "N", "H", "H", "C", "C", "C", "H", "C", "C", "C"],
  "positions_angstrom": [[-6.013606, 1.498630, 1.850773], [-0.599306, -2.746170, 5.237473], [4.727394, -1.940170, 0.769873], [1.029894, 0.857330, 0.803773], [-0.309506, -0.346670, -2.838627], [-3.032006, 1.580330, 0.254973], [0.271194, -4.301470, -1.226027], [6.193594, 1.884530, 1.880473], [4.367994, 0.601030, 1.019173], [-1.010206, -2.786070, -1.549427], [-5.388606, -4.243370, -2.898927], [-2.428706, -1.253570, 0.914973], [-0.594906, -3.736170, 2.532273], [-0.144506, 4.849230, -2.185727], [1.692494, 2.079330, 2.534973], [5.842194, -0.205770, 2.306373], [2.194694, -0.388870, -3.942527], [3.609494, -1.024870, 0.874973], [0.703994, -0.501370, -2.030327], [0.009994, -0.672570, 5.173073], [-4.855306, -1.632370, 2.386273], [1.211594, -0.185070, -5.857627], [0.253694, -1.114170, 2.444273], [-4.845106, -3.665670, -2.163627], [-1.619206, 4.827430, -1.187627], [3.728494, -0.257370, -5.456627], [-1.289506, -0.330970, -2.393927], [0.462794, 0.327230, 4.328773], [1.227094, 3.374730, 1.055173], [-4.161806, -4.306770, -1.143827], [4.558094, -0.487870, -3.498727], [5.716794, 2.994030, 1.200173], [-0.109406, -0.498570, 6.233273], [-0.216006, 2.892330, -0.765627], [-4.961106, 1.992030, 1.098073], [-3.427106, -2.186070, -0.314627], [3.525994, -0.368270, -4.399327], [-3.866606, 1.188330, 0.819473], [0.678294, 3.995830, 0.351873], [-1.062206, -0.152670, -4.844827], [-6.786506, -0.187070, 2.928973], [-4.106406, -1.540970, -1.331527], [5.582494, -0.456870, -3.849927], [-6.869506, 2.124330, 2.059973], [5.149194, -0.793770, -1.449327], [1.934794, -0.546070, -2.551927], [2.663794, -0.998270, -0.388627], [4.177294, 3.785230, -0.058427], [1.367694, 4.609330, -0.225527], [-0.135806, -2.060070, 3.256573], [0.588094, 0.051930, 2.971973], [-4.989206, 3.006030, 0.724673], [-0.942906, 4.227230, -1.790827], [1.162994, 1.087730, 2.021173], [-0.036006, 4.618130, 0.889073], [2.767494, -1.229270, 2.028873], [7.101494, 1.954730, 2.463773], [-2.929706, -4.056770, 0.594573], [0.812294, -0.966170, 0.285873], [-4.819706, -2.284370, -2.255027], [4.555594, 2.909030, 0.449873], [-0.075606, -3.266370, -0.927327], [5.506894, 0.685530, 1.797773], [0.531194, -2.784170, 0.052173], [3.883594, 1.702030, 0.342473], [-3.459006, -3.566570, -0.208527], [-1.483806, 3.764030, -2.607627], [0.735994, 1.309230, 4.685473], [3.025694, -0.750670, -1.644427], [6.255394, 3.930630, 1.254273], [2.985294, 1.608230, -0.248127], [-1.538806, 0.179030, -0.497227], [-0.178106, -0.243070, -4.231227], [-1.298506, -0.418070, 0.277773], [-4.166406, -5.386370, -1.081227], [-5.351006, -1.783270, -3.052227], [1.072094, -0.262270, -4.785927], [-0.278206, -1.913670, 4.631173], [4.326094, -0.671070, -2.137927], [-4.099106, -0.461270, -1.398927], [-5.973606, 0.198430, 2.329573], [-3.846706, -0.121070, 1.269173], [-4.891906, -0.612670, 2.034073]],
  "forces_ev_per_angstrom": [[-0.0809, 0.0744, -0.0367], [-0.0450, -0.0219, -0.0173], [-0.0169, 0.1399, -0.1730], [0.1859, 0.6621, -0.4497], [-0.0070, 0.0009, -0.0549], [0.1775, 0.0561, -0.0091], [-0.0595, 0.3764, 0.0602], [-0.0108, -0.0768, 0.0687], [-0.1921, -0.4074, -0.1774], [-0.6284, 0.1731, -0.6527], [-0.0330, -0.0360, -0.0189], [-1.5629, 0.5381, -0.5973], [-0.1138, -0.6211, 0.3074], [0.0247, 0.1095, -0.1055], [-0.0613, -0.0364, 0.2347], [0.1685, -0.0261, 0.0502], [-0.1476, -0.0675, 0.3931], [1.4426, -0.2017, -0.3937], [-0.4984, 0.0511, 0.2612], [0.0264, -0.0676, -0.2438], [-0.0377, -0.1661, 0.0841], [0.0221, 0.0304, -0.0232], [-0.1058, -0.4023, 0.1904], [0.0212, -0.1475, -0.0734], [-0.0997, 0.1290, -0.0226], [-0.0317, 0.0238, -0.0564], [-0.2091, -0.0870, 0.0635], [0.0110, 0.0400, -0.1311], [0.0477, 0.0483, 0.0686], [-0.0898, -0.0619, 0.0229], [-0.1783, 0.0975, -0.5096], [-0.0191, 0.1368, -0.0173], [0.0255, 0.0111, 0.0667], [-0.1821, 0.5632, -0.4434], [-0.0686, 0.0086, 0.0085], [0.2083, -0.0636, 0.3706], [0.4516, -0.0301, -0.0458], [0.2670, -0.1897, -0.0731], [-0.1875, -0.2643, -0.1541], [-0.0718, 0.0109, -0.0305], [-0.0501, -0.0186, 0.0266], [-0.0064, 0.0612, -0.0024], [0.0072, 0.0131, -0.0361], [-0.0395, 0.0608, 0.0480], [0.0646, -0.0515, -0.0248], [0.8351, 0.1235, -0.8357], [0.8055, -0.0498, 1.7030], [-0.0332, 0.0129, -0.0620], [0.0263, 0.1063, -0.0157], [-0.3029, -0.1973, 0.4810], [0.0616, 0.6383, 0.6979], [0.0225, 0.0632, -0.0030], [0.2732, -0.5522, 0.4462], [0.0517, 0.8694, 1.2320], [0.0530, 0.1146, 0.0483], [-0.1171, 0.0472, 0.0143], [0.0272, -0.0153, 0.0620], [0.1399, -0.0272, 0.0361], [-1.5649, 0.4230, -0.1376], [0.0334, 0.1061, -0.0717], [0.0783, 0.0240, -0.0379], [0.0760, -1.7426, -0.5320], [0.1553, -0.0649, 0.0915], [0.4851, -0.8567, 0.1947], [-0.1319, 0.0376, -0.1265], [-0.0670, 0.1322, 0.0711], [-0.1182, -0.0204, -0.1573], [0.0458, 0.0034, -0.0612], [1.0415, 0.1672, -1.2914], [0.0144, 0.0670, 0.0282], [-0.0765, 0.0785, -0.0106], [-0.3060, 0.1871, -0.2063], [0.1463, 0.0545, -0.2084], [0.0496, 0.1655, 0.0978], [-0.0169, -0.0414, 0.0154], [-0.0357, 0.0324, -0.0434], [-0.1250, 0.0171, 0.1563], [0.0541, 0.1181, 0.0016], [-0.4290, -0.1210, 0.4294], [0.0438, 0.0734, -0.0110], [-0.0147, -0.0894, -0.0002], [0.4601, -0.2270, 0.2536], [0.0424, -0.0284, 0.0000]],
  "lowdin_charge": [-0.10, 0.09, -0.30, -0.13, -0.13, 0.09, 0.13, -0.09, -0.24, -0.04, 0.10, 1.04, 0.86, 0.02, 0.02, 0.11, -0.16, 0.63, 0.12, -0.05, 0.11, 0.11, 0.03, -0.09, 0.02, 0.10, 0.09, 0.02, 0.00, -0.08, -0.09, -0.10, 0.10, 0.77, -0.08, -0.36, -0.07, -0.08, -0.39, 0.10, 0.10, -0.08, 0.10, 0.10, 0.10, -0.13, -0.16, 0.10, 0.03, -0.70, -0.17, 0.10, -0.42, -0.62, 0.04, -0.27, 0.10, 0.08, 0.40, -0.08, -0.07, -0.56, -0.06, -0.20, -0.05, -0.10, 0.01, 0.12, -0.26, 0.09, 0.11, -0.01, -0.04, -0.31, 0.10, 0.10, -0.02, -0.11, -0.02, 0.11, -0.09, -0.35, -0.09],
  "total_charge": -1,
  "homo_lumo_gap_ev": 6.91,
  "e_above_lowest_kj_mol": 130.14,
  "lumo_energy_ev": 2.239,
  "total_energy_ev": -164095.5090
}

# 4
{
  "formula": "CH2Cl3ISi",
  "method": "ωB97M-V/def2-TZVPD",
  "symbols": ["Si", "H", "Cl", "H", "Cl", "I", "Cl", "C"],
  "positions_angstrom": [[0.300073, -1.016240, 0.045303], [-0.264178, -2.001699, -0.891526], [1.771531, -0.037811, -0.577933], [-1.680413, 0.413991, 0.434853], [0.289827, 1.486099, 1.031541], [-0.718403, 1.847435, -1.779819], [1.020382, -1.221145, 1.819328], [-0.718820, 0.529371, -0.081746]],
  "forces_ev_per_angstrom": [[-2.9107, -0.6897, -2.1510], [0.1964, -0.5342, 0.5698], [6.3331, 0.6777, -4.3155], [-0.1432, 0.5879, -0.6487], [-1.2591, 2.3048, 1.9595], [-0.8050, -0.8428, -0.2841], [-0.1142, -2.3805, 3.4975], [-1.2972, 0.8769, 1.3725]],
  "lowdin_charge": [-0.55, -0.01, 0.35, 0.01, 0.34, 0.76, 0.40, -1.30],
  "homo_lumo_gap_ev": 9.21,
  "e_above_lowest_kj_mol": 425.39,
  "lumo_energy_ev": -0.234,
  "total_energy_ev": -54614.9837
}

Which formula does entry 3 have? C36H32BrMgN4O6S3